Entry from the Open Molecules 2025 dataset: 2 unconnected molecules or ions with the total composition C9H17N4O5 (the ωB97M-V functional and the def2-TZVPD basis).

## Properties
Lowest unoccupied orbital energy (eV): 1.82
Net charge: -1
Orbital gap (eV): 5.617
Electronic energy (a.u.): -948.24161
E_HOMO (eV): -3.8

Structure (XYZ):
```
35
Properties=species:S:1:pos:R:3:forces:R:3
C 2.395 -0.749 0.569 0.1 0.2 -2.5
C 1.093 -0.279 -0.133 0.7 0.4 -0.1
C 0.914 1.244 -0.320 -0.2 -0.3 1.1
N 0.277 -1.197 -0.544 1.2 -0.7 2.9
N -1.016 -1.086 0.006 -1.4 0.7 -2.3
C -1.982 -1.326 -1.109 0.0 -0.6 -0.3
C -3.271 -2.051 -0.649 0.4 0.2 0.1
C -4.118 -1.252 0.374 -0.3 -0.5 -0.2
C -4.920 -0.075 -0.242 1.0 0.3 1.2
N -5.133 1.103 0.594 0.5 -0.4 0.2
O -5.348 -0.095 -1.344 -0.8 -0.5 -0.9
C -2.233 -0.043 -1.956 -0.3 1.2 -0.1
O -2.312 -0.160 -3.181 0.1 -1.0 -0.7
O -2.338 1.068 -1.360 0.2 -0.6 1.3
H 2.839 -1.503 -0.123 -0.1 0.2 0.7
H 3.116 0.087 0.616 -0.3 -0.5 0.4
H 2.196 -1.230 1.541 0.0 0.4 -0.4
H 0.124 1.490 -1.051 0.2 -0.2 0.5
H 0.738 1.757 0.655 0.0 -0.1 -0.6
H 1.892 1.629 -0.685 -0.5 -0.3 0.1
H -1.196 -0.144 0.382 0.0 0.0 -0.3
H -1.453 -2.030 -1.786 -0.3 0.4 0.4
H -2.949 -3.006 -0.177 -0.2 0.5 -0.2
H -3.860 -2.311 -1.554 0.2 0.3 0.6
H -3.497 -0.956 1.246 -0.3 0.1 -0.6
H -4.883 -1.957 0.783 0.3 0.5 -0.2
H -4.241 1.261 1.071 -0.3 0.1 0.0
H -5.829 0.915 1.316 0.1 -0.1 -0.2
C 6.796 2.032 0.754 0.1 0.2 0.1
N 5.958 0.950 1.339 -0.1 -0.1 0.1
O 5.779 0.968 2.542 0.0 -0.1 -0.2
O 5.513 0.127 0.567 0.2 0.1 0.2
H 7.122 2.690 1.553 -0.1 -0.1 0.0
H 7.647 1.561 0.268 -0.1 0.0 -0.1
H 6.182 2.570 0.036 0.0 -0.1 -0.1
```
Positions in Å, forces in eV/Å.

Here are the natural (NBO) charges for atoms 1 to 2, given in e: atom 1 (C): -0.662, atom 2 (C): 0.267

---

Entry from the Open Molecules 2025 dataset: a molecular structure, C9H17N5 (the ωB97M-V functional and the def2-TZVPD basis).

## Properties
Lowest unoccupied orbital energy (alpha / beta) (eV): -8.29 / -8.29
Energy relative to the best compared isomer or geometry (same formula, charge and spin) (kcal per mole): 25.5
Net charge: +2
Orbital gap (alpha / beta) (eV): 6.680 / 6.678
Electronic energy (a.u.): -626.25169
E_HOMO (alpha / beta) (eV): -15.0 / -15.0

Structure (XYZ):
```
31
Properties=species:S:1:pos:R:3:forces:R:3
C 1.939 0.682 1.256 0.1 -0.1 0.1
C 3.043 -0.107 1.305 0.2 0.4 0.0
C -0.965 1.607 0.301 1.6 0.5 0.4
C 1.347 1.079 -0.004 1.2 0.2 -0.3
C 3.777 -0.395 0.103 0.1 0.5 -0.4
C -2.326 1.280 -0.090 -1.0 -0.2 -0.2
C -3.003 -2.448 -0.215 0.0 0.0 0.1
C -2.610 -0.008 -0.731 -0.2 -0.4 0.0
C -2.907 -1.057 0.386 0.1 0.0 -0.1
N 0.016 0.951 -0.177 -2.3 -0.4 -0.3
N 4.235 -1.614 -0.165 0.0 -0.4 -0.1
N -3.287 2.094 0.245 0.7 -0.3 -0.1
N 3.774 0.581 -0.839 3.7 -2.0 1.1
N 2.072 1.331 -1.050 -3.4 2.5 -0.5
H 1.341 0.819 2.143 0.0 -0.1 0.1
H 3.319 -0.616 2.216 0.0 0.0 0.1
H -0.835 2.450 0.981 0.0 0.1 0.1
H -3.264 -3.157 0.567 0.0 -0.1 0.0
H -2.056 -2.756 -0.653 0.1 0.0 -0.1
H -3.771 -2.493 -0.983 -0.1 0.0 -0.1
H -3.478 0.044 -1.387 0.0 0.1 -0.1
H -1.739 -0.349 -1.288 0.0 0.1 -0.1
H -2.112 -1.029 1.133 0.0 0.0 0.1
H -3.846 -0.797 0.876 0.0 0.1 0.1
H 4.116 -2.369 0.494 -0.1 0.1 -0.1
H 4.782 -1.821 -0.988 0.1 0.1 0.2
H -4.250 1.889 0.008 0.0 0.0 0.0
H -3.111 2.962 0.739 0.0 0.0 0.0
H 4.020 1.515 -0.521 -0.2 -0.4 -0.1
H 4.220 0.359 -1.732 -0.1 0.0 0.1
H 1.557 1.375 -1.931 -0.3 -0.3 0.0
```
Positions in Å, forces in eV/Å.

Here are the natural (NBO) charges for atoms 1 to 2, given in e: atom 1 (C): -0.190, atom 2 (C): -0.214

---

Entry from the Open Molecules 2025 dataset: 2 unconnected molecules or ions with the total composition C9H17NO (the ωB97M-V functional and the def2-TZVPD basis).

## Properties
SMILES: C[C@@H]1[C@H](C)C1(C)C.CN=C=O
Lowest unoccupied orbital energy (eV): 0.56
Energy relative to the best compared isomer or geometry (same formula, charge and spin) (kcal per mole): 68.2
Orbital gap (eV): 9.887
Electronic energy (a.u.): -483.00733
E_HOMO (eV): -9.3

Structure (XYZ):
```
28
Properties=species:S:1:pos:R:3:forces:R:3
C 1.908 -2.784 -2.504 0.7 0.9 1.7
C -0.053 -0.946 0.923 -2.4 -0.1 -2.8
C 0.273 0.220 -0.016 -2.6 0.4 1.8
C -0.073 0.446 1.446 -2.2 -0.6 0.2
C -1.335 -1.696 0.455 2.6 -1.7 5.0
C -0.614 0.768 -1.083 0.4 2.0 -0.9
C 0.945 0.818 2.500 -0.5 3.7 -2.9
C -1.523 0.872 1.792 3.0 -0.7 3.4
C 2.329 -0.649 -3.696 -1.2 -0.3 2.5
N 2.445 -1.740 -2.758 -0.3 -0.3 -1.3
O 1.562 -3.699 -1.873 -0.7 -1.3 -0.5
H 0.727 -1.603 1.126 1.5 -0.8 0.5
H -1.940 -1.136 -0.092 -2.9 2.6 -2.0
H -1.821 -2.162 1.341 -0.3 0.7 -0.4
H -1.158 -2.556 -0.103 1.1 -1.4 -1.3
H -1.151 0.047 -1.598 -1.1 -1.8 -0.9
H -0.101 1.305 -1.958 -0.2 -0.4 1.6
H -1.393 1.445 -0.693 0.5 0.0 -0.1
H 0.703 1.806 3.018 0.4 -1.3 -0.7
H 1.880 0.880 1.947 0.4 0.2 0.5
H 0.965 0.039 3.121 0.4 -2.8 3.1
H -2.268 0.447 1.225 -1.6 -1.2 -1.0
H -1.570 1.895 1.677 -0.3 2.5 -0.1
H -1.631 0.658 2.938 -0.2 0.2 -2.1
H 1.818 -0.829 -4.570 -1.4 -1.2 -2.0
H 1.676 0.076 -3.176 1.2 0.6 -0.3
H 3.301 -0.467 -4.013 1.7 1.6 -0.1
H 1.251 0.251 -0.187 4.0 0.5 -0.9
```
Positions in Å, forces in eV/Å.

Here are the natural (NBO) charges for atoms 1 to 2, given in e: atom 1 (C): 0.839, atom 2 (C): -0.215

---

Entry from the Open Molecules 2025 dataset: C9H17NO3 in the gas phase (the ωB97M-V functional and the def2-TZVPD basis).

## Properties
SMILES: OCC1(CO)COC2(CCCC2)N1
Lowest unoccupied orbital energy (eV): 0.52
Energy relative to the best compared isomer or geometry (same formula, charge and spin) (kcal per mole): 42.3
Orbital gap (eV): 9.274
Electronic energy (a.u.): -633.59561
E_HOMO (eV): -8.8

Structure (XYZ):
```
30
Properties=species:S:1:pos:R:3:forces:R:3
O 1.032 3.034 -1.500 0.1 -0.1 -0.5
H 1.614 2.389 -1.927 0.0 0.2 0.0
C 0.949 2.704 -0.141 0.1 -0.2 0.6
C 0.983 1.194 0.131 0.4 0.2 -0.1
N -0.152 0.532 -0.484 0.1 0.2 -0.1
H 0.034 0.252 -1.437 0.0 0.0 0.0
C -0.577 -0.566 0.376 -0.5 -0.2 -0.2
C -2.092 -0.429 0.682 0.1 -0.2 0.1
C -2.690 -1.817 0.467 -0.1 0.1 0.0
C -1.817 -2.411 -0.634 0.0 -0.1 0.1
H -1.911 -3.494 -0.711 0.0 0.0 -0.1
C -0.413 -1.978 -0.226 0.0 0.2 0.0
H 0.294 -1.984 -1.055 0.1 0.0 0.0
H -0.030 -2.625 0.564 0.0 0.0 0.0
H -2.080 -1.968 -1.596 0.0 0.0 -0.1
H -3.743 -1.776 0.193 -0.1 -0.1 0.1
H -2.588 -2.413 1.376 0.0 -0.1 0.0
H -2.240 -0.061 1.695 0.0 0.1 0.1
H -2.514 0.290 -0.019 0.0 0.0 0.0
O 0.220 -0.466 1.552 0.0 -0.3 0.0
C 0.735 0.839 1.605 0.1 0.4 -0.2
H 1.638 0.827 2.214 0.0 0.1 0.0
H 0.003 1.534 2.039 0.1 0.0 0.0
C 2.332 0.579 -0.307 -0.2 0.0 0.7
O 2.440 0.625 -1.719 0.0 0.0 -0.4
H 3.272 0.221 -1.984 -0.1 0.0 0.0
H 3.154 1.139 0.160 -0.1 0.0 0.0
H 2.369 -0.460 0.045 0.0 0.1 0.0
H 1.773 3.176 0.422 -0.1 0.0 0.0
H 0.002 3.114 0.219 0.1 -0.1 0.1
```
Positions in Å, forces in eV/Å.

Here are the natural (NBO) charges for atoms 1 to 2, given in e: atom 1 (O): -0.725, atom 2 (H): 0.486

---

Entry from the Open Molecules 2025 dataset: C9H17NO5 in the gas phase (the ωB97M-V functional and the def2-TZVPD basis).

## Properties
SMILES: C=C(C(=O)[O-])[N+]([C@H](C)O)([C@H](C)O)[C@@H](C)O
Lowest unoccupied orbital energy (eV): 0.35
Energy relative to the best compared isomer or geometry (same formula, charge and spin) (kcal per mole): 75.0
Orbital gap (eV): 8.956
Electronic energy (a.u.): -783.94946
E_HOMO (eV): -8.6

Structure (XYZ):
```
32
Properties=species:S:1:pos:R:3:forces:R:3
C 1.510 -0.985 1.796 -2.5 -0.4 -0.3
C 1.166 -0.413 0.652 2.2 1.1 -0.6
C 2.390 0.295 -0.056 -1.0 1.6 3.4
C -1.237 1.469 -1.713 -0.3 1.7 -1.2
C 0.101 -2.609 -0.413 -1.2 0.0 0.0
C -0.072 1.951 1.405 1.4 -1.2 1.8
C -0.092 0.568 -1.242 3.3 1.0 -1.6
C -0.934 -1.516 0.002 2.7 -0.3 -3.8
C -0.824 0.652 1.333 1.0 -0.1 -0.8
N -0.191 -0.173 0.068 0.5 -0.4 3.4
O 2.690 -0.134 -1.143 1.0 -0.9 -2.8
O 2.856 1.216 0.662 0.0 -0.9 -1.0
O 0.291 -0.372 -2.228 -0.5 0.1 -0.4
O -1.951 -1.353 -0.871 -2.0 0.3 -1.1
O -2.140 0.828 1.091 -0.8 -2.6 0.9
H 0.782 -1.469 2.434 0.0 -0.3 0.2
H 2.509 -0.988 2.126 1.0 0.1 0.1
H -1.308 1.539 -2.856 0.3 -0.9 1.5
H -2.222 1.141 -1.337 0.5 0.6 -0.1
H -0.969 2.596 -1.543 -0.8 -2.1 0.5
H 0.837 -2.152 -1.013 1.0 0.2 -0.5
H 0.561 -2.946 0.503 0.1 -0.7 -0.1
H -0.342 -3.397 -1.046 -0.2 0.3 0.7
H -0.264 2.482 0.515 0.0 1.1 -0.6
H -0.254 2.423 2.330 -1.9 1.2 0.9
H 0.986 1.917 1.730 0.1 -0.9 -1.7
H 0.838 1.236 -1.151 -1.6 -0.8 0.4
H -1.246 -1.810 0.939 -1.3 0.1 2.1
H -0.624 -0.116 2.136 -0.6 1.3 -0.7
H 1.289 -0.522 -2.232 -0.9 0.7 0.8
H -1.692 -1.044 -1.774 0.4 -0.8 1.1
H -2.442 1.685 0.897 0.0 1.9 -0.4
```
Positions in Å, forces in eV/Å.

Here are the natural (NBO) charges for atoms 1 to 2, given in e: atom 1 (C): -0.437, atom 2 (C): 0.115

---

Entry from the Open Molecules 2025 dataset: 2 unconnected molecules or ions with the total composition C9H17NSi2 (the ωB97M-V functional and the def2-TZVPD basis).

## Properties
Lowest unoccupied orbital energy (eV): 0.19
Energy relative to the best compared isomer or geometry (same formula, charge and spin) (kcal per mole): 30.2
Orbital gap (eV): 8.200
Electronic energy (a.u.): -986.74392
E_HOMO (eV): -8.0

Structure (XYZ):
```
29
Properties=species:S:1:pos:R:3:forces:R:3
C -3.492 0.784 1.135 1.3 -1.5 1.2
C -3.042 0.083 -0.009 0.5 2.1 1.2
C -2.554 1.337 2.053 0.5 1.1 -1.7
C -1.749 0.253 -0.475 -1.8 2.4 4.2
C -1.263 1.605 1.520 0.3 -0.5 -0.7
C -0.908 1.112 0.252 -0.8 -0.8 0.7
C 1.563 -0.976 2.224 -2.1 -0.4 0.2
C 1.721 -2.480 -0.058 -0.5 -0.2 1.8
C 1.156 -1.287 0.800 0.6 2.7 -1.6
N 1.604 0.010 0.190 -0.9 0.5 -1.7
Si 0.189 2.085 -3.281 -0.8 -0.4 -2.9
Si 0.791 1.483 -0.298 1.7 -0.7 0.0
H -4.509 0.556 1.434 0.0 0.4 0.2
H -3.767 -0.460 -0.522 -0.9 -1.0 -1.0
H -2.799 1.736 3.036 -0.3 -0.3 -0.2
H -1.436 -0.270 -1.253 1.5 -2.0 -3.6
H -0.353 2.109 1.952 -1.7 -0.1 0.7
H 2.543 -0.692 2.420 2.3 -0.3 -0.2
H 1.073 -0.069 2.591 -0.6 -0.1 -0.5
H 1.216 -1.736 2.852 -0.1 -1.4 1.5
H 2.240 -2.249 -0.973 -0.2 0.8 -0.5
H 0.925 -3.208 -0.305 0.5 0.3 0.3
H 2.507 -2.952 0.529 -0.1 -0.5 0.2
H 0.089 -1.159 0.673 -0.4 -1.0 0.5
H 2.374 -0.203 -0.397 1.2 0.4 -0.3
H 0.725 3.332 -2.914 0.5 1.2 0.4
H -1.111 1.795 -2.690 -0.1 -0.1 0.4
H -0.104 2.128 -4.843 0.2 0.1 1.3
H 1.163 1.029 -3.214 0.4 -0.6 0.3
```
Positions in Å, forces in eV/Å.

Here are the natural (NBO) charges for atoms 1 to 2, given in e: atom 1 (C): -0.207, atom 2 (C): -0.198

---

Entry from the Open Molecules 2025 dataset: C9H17O2P in the gas phase (the ωB97M-V functional and the def2-TZVPD basis).

## Properties
Lowest unoccupied orbital energy (alpha / beta) (eV): -0.94 / 0.47
Energy relative to the best compared isomer or geometry (same formula, charge and spin) (kcal per mole): 25.7
Orbital gap (alpha / beta) (eV): 6.530 / 9.260
Electronic energy (a.u.): -844.83906
E_HOMO (alpha / beta) (eV): -7.5 / -8.8

Structure (XYZ):
```
29
Properties=species:S:1:pos:R:3:forces:R:3
C -0.936 1.999 -1.653 1.6 -2.9 0.4
C 0.545 2.293 -1.977 -0.8 -1.3 1.3
C 0.326 2.306 0.457 -1.5 1.4 1.0
C -1.206 0.296 0.261 -1.4 -0.4 -2.4
C -1.029 1.825 -0.100 0.0 -1.2 0.1
C 1.193 2.199 -0.656 -0.7 -0.4 -1.7
C -0.087 -0.528 -0.317 0.5 0.8 0.4
C -0.665 -3.497 1.660 -1.4 1.0 -2.4
C 0.370 -3.322 0.585 1.4 0.0 1.2
O 1.489 -0.047 1.910 -0.3 0.6 0.6
O 1.375 -2.448 1.158 0.0 1.2 -1.3
P 1.322 -0.865 0.704 0.8 -1.2 0.9
H -1.466 2.833 -1.873 -2.1 2.2 -1.2
H -1.265 1.060 -2.209 0.0 1.4 0.7
H 1.034 1.625 -2.659 0.0 -0.7 -0.5
H 0.737 3.240 -2.388 -0.1 1.8 -0.7
H 0.096 3.337 0.837 0.6 -0.1 -0.5
H 0.726 1.809 1.322 -0.2 -0.5 0.5
H -1.270 0.142 1.305 0.0 0.0 1.2
H -2.203 -0.105 -0.198 1.5 0.8 0.7
H -1.825 2.465 0.315 0.0 -0.7 -0.1
H 2.208 2.219 -0.745 2.8 0.0 0.9
H 0.028 -0.708 -1.384 -0.2 0.1 0.1
H -0.623 -2.647 2.285 0.2 0.8 1.0
H -1.621 -3.374 1.106 0.0 -0.9 0.8
H -0.524 -4.381 2.179 -0.2 -1.7 1.2
H -0.121 -2.761 -0.201 0.3 -0.7 -0.9
H 0.944 -4.253 0.361 -0.9 0.7 -0.5
H 2.448 -0.714 -0.088 0.2 -0.3 -0.6
```
Positions in Å, forces in eV/Å.

Here are the natural (NBO) charges for atoms 1 to 2, given in e: atom 1 (C): -0.405, atom 2 (C): -0.479

---

Q: Look up the electronic energy of the second one.
A: -626.25169 a.u.

---

What did the seventh record say?
Entry from the Open Molecules 2025 dataset: C9H17O2P in the gas phase (the ωB97M-V functional and the def2-TZVPD basis).

## Properties
Lowest unoccupied orbital energy (alpha / beta) (eV): -0.94 / 0.47
Energy relative to the best compared isomer or geometry (same formula, charge and spin) (kcal per mole): 25.7
Orbital gap (alpha / beta) (eV): 6.530 / 9.260
Electronic energy (a.u.): -844.83906
E_HOMO (alpha / beta) (eV): -7.5 / -8.8

Structure (XYZ):
```
29
Properties=species:S:1:pos:R:3:forces:R:3
C -0.936 1.999 -1.653 1.6 -2.9 0.4
C 0.545 2.293 -1.977 -0.8 -1.3 1.3
C 0.326 2.306 0.457 -1.5 1.4 1.0
C -1.206 0.296 0.261 -1.4 -0.4 -2.4
C -1.029 1.825 -0.100 0.0 -1.2 0.1
C 1.193 2.199 -0.656 -0.7 -0.4 -1.7
C -0.087 -0.528 -0.317 0.5 0.8 0.4
C -0.665 -3.497 1.660 -1.4 1.0 -2.4
C 0.370 -3.322 0.585 1.4 0.0 1.2
O 1.489 -0.047 1.910 -0.3 0.6 0.6
O 1.375 -2.448 1.158 0.0 1.2 -1.3
P 1.322 -0.865 0.704 0.8 -1.2 0.9
H -1.466 2.833 -1.873 -2.1 2.2 -1.2
H -1.265 1.060 -2.209 0.0 1.4 0.7
H 1.034 1.625 -2.659 0.0 -0.7 -0.5
H 0.737 3.240 -2.388 -0.1 1.8 -0.7
H 0.096 3.337 0.837 0.6 -0.1 -0.5
H 0.726 1.809 1.322 -0.2 -0.5 0.5
H -1.270 0.142 1.305 0.0 0.0 1.2
H -2.203 -0.105 -0.198 1.5 0.8 0.7
H -1.825 2.465 0.315 0.0 -0.7 -0.1
H 2.208 2.219 -0.745 2.8 0.0 0.9
H 0.028 -0.708 -1.384 -0.2 0.1 0.1
H -0.623 -2.647 2.285 0.2 0.8 1.0
H -1.621 -3.374 1.106 0.0 -0.9 0.8
H -0.524 -4.381 2.179 -0.2 -1.7 1.2
H -0.121 -2.761 -0.201 0.3 -0.7 -0.9
H 0.944 -4.253 0.361 -0.9 0.7 -0.5
H 2.448 -0.714 -0.088 0.2 -0.3 -0.6
```
Positions in Å, forces in eV/Å.

Here are the natural (NBO) charges for atoms 1 to 2, given in e: atom 1 (C): -0.405, atom 2 (C): -0.479

---

Q: Among the records above, which one has the lowest electronic energy?
A: C9H17NSi2

---

Q: electronic energy of number 5 (C9H17NO5)?
A: -783.94946 a.u.